{
  "formula": "C36H36AuN3OS5Te",
  "method": "ωB97M-V/def2-TZVPD",
  "elements": ["H", "C", "C", "N", "H", "C", "H", "S", "C", "Au", "H", "S", "C", "H", "H", "H", "H", "C", "H", "H", "H", "H", "H", "C", "H", "C", "C", "C", "Te", "C", "C", "C", "C", "H", "H", "C", "H", "H", "H", "H", "C", "C", "O", "C", "C", "C", "C", "C", "H", "H", "S", "C", "H", "H", "C", "C", "H", "C", "C", "H", "H", "H", "C", "H", "S", "C", "H", "C", "H", "H", "C", "H", "N", "C", "H", "H", "N", "H", "C", "C", "C", "C", "S"],
  "xyz": [[3.73822, -0.01612, 1.86810], [-0.81094, 4.64200, 2.32716], [-5.42771, -3.31791, -0.21912], [-2.52042, -1.09331, 0.40653], [-6.39605, -3.52954, 0.21481], [-4.10274, -0.76605, 2.15993], [-2.16896, 0.16193, 1.96855], [1.74773, -6.69827, 2.33064], [1.08239, 5.48739, 1.17011], [-1.08907, -0.48808, -1.16122], [6.61987, 0.45061, -0.09293], [-0.95724, -5.75357, 1.98779], [0.06919, -7.14246, 2.13458], [-0.24221, -2.78416, -3.21221], [1.15626, 1.80033, 2.15321], [4.91646, 0.61084, -2.17971], [0.28688, 0.94788, -5.16241], [-3.35588, -2.01583, -0.14119], [0.23319, 0.49805, 1.40442], [1.54925, 0.12378, 2.51534], [3.59266, 1.89694, -3.60105], [5.97480, -0.48700, 1.25607], [-0.47982, 6.67172, 3.96610], [-1.95970, -4.08380, -3.48626], [2.54798, 5.38220, -0.92507], [-4.59930, -2.33124, 0.41370], [2.79010, -2.55338, 2.89840], [1.93246, 1.18988, -0.71571], [0.03777, 1.99080, -1.19119], [-4.97092, -1.66157, 1.59222], [2.06444, 4.41086, -0.83803], [4.16047, 0.65055, -1.40349], [1.23336, 0.80155, 1.72365], [-4.34060, -0.25718, 3.08276], [-3.81197, -5.15283, -3.48832], [1.57489, -4.98670, 2.17504], [-1.29555, 0.47155, -5.83863], [6.06575, -1.19605, -0.35829], [2.28117, -1.89581, 2.20379], [3.78466, -2.17469, 3.13115], [0.17811, 5.60423, 2.21755], [0.03974, 3.45466, 0.41641], [-2.37934, -0.02544, -3.49708], [0.27326, -4.49449, 1.99503], [2.22017, 0.77005, 0.58983], [-0.89832, 3.57457, 1.43719], [3.50276, 0.30288, 0.85885], [2.89794, 1.13256, -1.73014], [-2.95706, 3.12783, 1.81021], [-1.12784, 2.00140, -4.97439], [-0.43507, -8.68301, 2.13477], [-3.72002, -3.70404, -1.89204], [1.24967, 6.80583, 3.63846], [1.94114, 2.38735, -3.22227], [-5.00727, -3.97463, -1.32150], [-1.19466, 0.30605, -3.71043], [-5.63117, -4.72342, -1.79143], [2.65735, 1.56869, -3.14938], [-1.22291, -3.07490, -2.85780], [-5.92912, -1.87407, 2.04896], [2.25693, 0.74326, -3.73769], [2.83818, 3.66716, -0.64255], [-0.79036, 0.96365, -5.00967], [0.09968, 7.70302, 2.65782], [3.09335, -4.16600, 2.15357], [-2.91240, -2.71938, -1.32110], [-1.54566, 4.72483, 3.12068], [1.03407, 4.43906, 0.26227], [-1.82062, 1.97647, 2.50592], [2.21864, -2.65901, 3.81712], [0.26357, 6.75690, 3.17549], [-1.53858, -4.59555, -4.33891], [-1.68960, -2.42380, -1.81515], [5.86039, -0.27742, 0.19361], [1.85073, 6.24298, 1.04741], [1.62592, 4.18529, -1.81319], [-0.19880, 0.17633, -2.83126], [-2.14912, 1.97073, 0.76261], [-3.21101, -4.38846, -3.01261], [4.48408, 0.23411, -0.11927], [-2.01481, 2.60702, 1.63485], [-2.88054, -0.51038, 1.52992], [-0.24228, -2.93623, 1.71015]],
  "homo_ev": [-10.106, -10.666],
  "spin_multiplicity": 2,
  "total_energy_ev": -109588.745,
  "gap_ev": [6.4, 6.1],
  "de_lowest_kcal_mol": 48.92,
  "total_charge": 1
}